{"formula": "C2Cl2F4O", "method": "wB97M-V/def2-TZVPD", "elements": ["C", "C", "O", "F", "F", "F", "F", "Cl", "Cl"], "coordinates": [[0.67350, -0.22251, -0.21540], [-0.80795, 0.44098, 0.80027], [0.43723, 0.42134, -1.34566], [0.40585, -1.49328, -0.10489], [1.80158, 0.03965, 0.41190], [-1.84639, 0.26612, -0.06619], [-0.75021, 1.68173, 1.10572], [-1.00276, -0.68685, 2.21577], [1.08915, -0.44718, -2.80153]], "forces_ev_per_angstrom": [[-3.86, 2.09, 3.63], [1.35, -3.16, -2.35], [0.88, -1.13, -2.07], [0.45, -1.19, -1.11], [0.67, 0.11, -0.28], [0.55, -0.01, 0.88], [0.29, 1.34, 0.76], [0.08, 1.13, -0.82], [-0.41, 0.82, 1.36]], "nbo_charge": [0.903, 0.624, -0.473, -0.296, -0.305, -0.329, -0.285, -0.046, 0.206], "molar_mass_da": 186.92, "homo_ev": -11.1, "homo_lumo_gap_ev": 9.114, "charge": 0}